a:
Computed, not measured: an isolated molecule of C2H4N4O2, with ωB97M-V with the def2-TZVPD basis set.

- E_LUMO: 0.028 Eh
- 2S+1: 1

```
12
Properties=species:S:1:pos:R:3:lowdin_charge:R:1
C -1.607 -0.034 0.531 -0.033
C 1.140 0.793 -0.221 -0.635
H -1.362 1.099 0.560 0.109
H -2.564 -0.118 0.222 0.022
H -1.685 -0.674 1.450 0.096
H -1.056 -0.482 -1.461 0.098
N -0.715 -0.656 -0.560 0.010
N 0.651 -0.383 -0.468 -0.071
N 1.574 -1.327 -0.156 0.102
N 2.576 -0.763 0.167 0.077
O 2.345 0.640 0.277 0.116
O 0.701 1.905 -0.341 0.111
```

=====

b:
Computed, not measured: a cluster of 2 separate species, C2H4N4O2 in total, with ωB97M-V with the def2-TZVPD basis set.

- E_LUMO (spin up / spin down): -0.007 / -0.007 Eh
- 2S+1: 1

```
12
Properties=species:S:1:pos:R:3:lowdin_charge:R:1
C -1.855 -1.295 -0.030 -0.370
C 2.150 -0.321 -0.380 -0.026
N -2.406 -2.290 -0.146 0.141
N 1.346 0.029 0.519 0.043
N -1.191 -0.229 0.100 0.080
N -1.567 0.999 -0.069 -0.386
O -2.669 1.412 -0.203 0.142
O -0.595 1.815 0.070 0.119
H 1.958 -0.132 -1.341 0.037
H 3.030 -0.897 -0.251 0.073
H 0.187 1.219 0.314 0.074
H 1.611 -0.310 1.418 0.074
```

=====

Stability check: which of them is most stable? a.

=====

a:
Computed, not measured: an isolated molecule of C5H10O2, with ωB97M-V with the def2-TZVPD basis set.

- E_LUMO: 0.034 Eh
- 2S+1: 1

```
17
Properties=species:S:1:pos:R:3:lowdin_charge:R:1
C 2.322 -0.388 0.759 -0.096
O 0.933 -0.215 0.595 -0.221
C 0.562 -0.186 -0.774 -0.190
C -0.914 0.093 -0.940 -0.208
C -1.930 -0.576 -0.042 -0.054
C -1.679 0.905 0.070 -0.324
O -1.072 1.517 1.160 -0.008
H 2.651 -1.348 0.335 0.092
H 2.534 -0.377 1.830 0.094
H 2.884 0.422 0.270 0.093
H 1.145 0.595 -1.290 0.130
H 0.821 -1.155 -1.231 0.130
H -1.181 0.213 -1.989 0.137
H -2.870 -0.890 -0.488 0.099
H -1.547 -1.240 0.728 0.112
H -2.474 1.542 -0.308 0.142
H -0.218 1.076 1.295 0.072
```

=====

b:
Computed, not measured: an isolated molecule of C5H10O2, with ωB97M-V with the def2-TZVPD basis set.

- E_LUMO: 0.034 Eh
- 2S+1: 1

```
17
Properties=species:S:1:pos:R:3:lowdin_charge:R:1
C -2.118 -1.318 0.073 -0.096
O -0.790 -0.842 0.148 -0.219
C -0.725 0.548 -0.152 -0.186
C 0.684 1.107 -0.207 -0.217
C 1.636 0.832 0.922 -0.060
C 1.844 0.170 -0.433 -0.306
O 1.681 -1.161 -0.800 -0.009
H -2.766 -0.812 0.804 0.092
H -2.110 -2.388 0.291 0.094
H -2.543 -1.160 -0.930 0.093
H -1.202 0.715 -1.128 0.127
H -1.305 1.079 0.618 0.129
H 0.689 2.135 -0.572 0.137
H 2.345 1.638 1.110 0.100
H 1.215 0.392 1.820 0.110
H 2.731 0.537 -0.943 0.140
H 0.776 -1.441 -0.590 0.071
```

=====

Stability check: which of them is most stable? a.

=====

a:
Computed, not measured: an isolated molecule of C5H10O2, with ωB97M-V with the def2-TZVPD basis set.

- E_LUMO: 0.039 Eh
- 2S+1: 1

```
17
Properties=species:S:1:pos:R:3:lowdin_charge:R:1
C -2.244 -0.532 0.237 -0.043
C -1.063 0.294 -0.263 -0.405
O -0.934 1.517 0.431 -0.027
C 0.267 -0.457 -0.200 -0.283
C 1.465 0.204 -0.887 -0.082
C 2.142 0.057 0.478 -0.159
O 0.895 -0.324 1.098 -0.103
H -3.166 0.050 0.150 0.081
H -2.355 -1.446 -0.358 0.080
H -2.111 -0.816 1.287 0.087
H -1.235 0.552 -1.316 0.150
H -0.401 1.302 1.214 0.094
H 0.134 -1.519 -0.448 0.152
H 1.908 -0.324 -1.734 0.109
H 1.255 1.244 -1.151 0.115
H 2.570 0.959 0.926 0.117
H 2.872 -0.760 0.536 0.116
```

=====

b:
Computed, not measured: an isolated molecule of C5H10O2, with ωB97M-V with the def2-TZVPD basis set.

- E_LUMO: 0.033 Eh
- 2S+1: 1

```
17
Properties=species:S:1:pos:R:3:lowdin_charge:R:1
O -2.119 -0.832 -0.643 -0.154
C -1.471 0.550 -0.243 -0.072
C -0.206 0.599 0.698 -0.238
C 0.101 -0.896 0.611 -0.156
C 1.323 -0.935 -0.313 -0.182
O 1.508 0.368 -0.862 -0.143
C 1.078 1.273 0.124 -0.181
H -1.906 -1.176 -1.537 0.094
H -1.208 1.012 -1.185 0.113
H -2.335 0.931 0.280 0.107
H -0.386 0.997 1.716 0.141
H 0.192 -1.355 1.588 0.112
H -0.794 -1.350 0.112 0.070
H 1.192 -1.601 -1.168 0.120
H 2.209 -1.237 0.254 0.114
H 0.961 2.264 -0.341 0.126
H 1.861 1.389 0.908 0.128
```

=====

c:
Computed, not measured: a cluster of 2 separate species, C5H10O2 in total, with ωB97M-V with the def2-TZVPD basis set.

- E_LUMO: 0.011 Eh
- 2S+1: 1

```
17
Properties=species:S:1:pos:R:3:lowdin_charge:R:1
C -2.431 -0.823 0.242 -0.128
C 1.865 -0.211 -0.649 0.092
C 0.805 0.122 -1.410 -0.406
O 1.014 0.662 -2.655 -0.001
C -0.598 0.062 -0.988 -0.084
C -1.171 -0.002 0.227 -0.123
H -2.957 -0.786 -0.716 0.075
H -2.371 -1.916 0.356 0.078
H -3.123 -0.614 1.078 0.069
H 2.812 0.247 -0.878 0.070
H 1.739 -0.522 0.384 0.045
H 0.966 1.621 -2.728 0.111
H -1.169 0.203 -1.906 0.115
H -0.960 0.519 1.160 0.099
H 2.044 0.298 3.568 0.024
H 1.327 0.645 2.261 0.022
O 2.206 0.494 2.653 -0.057
```

=====

Stability check: which of them is most stable? a.

=====

a:
Computed, not measured: an isolated molecule of C5H10O2, with ωB97M-V with the def2-TZVPD basis set.

- E_LUMO: 0.031 Eh
- 2S+1: 1

```
17
Properties=species:S:1:pos:R:3:lowdin_charge:R:1
C -0.981 0.660 -1.259 -0.259
O -1.904 1.670 -0.849 -0.068
C 0.455 0.978 -0.885 -0.185
C 0.830 0.909 0.613 -0.200
C 0.401 -0.394 1.265 -0.172
C 1.041 -1.651 0.716 -0.277
O 0.483 -2.717 0.710 0.048
H -0.959 0.574 -2.322 0.104
H -1.406 -0.252 -0.868 0.114
H -1.888 2.436 -1.435 0.086
H 0.795 1.926 -1.302 0.113
H 1.084 0.236 -1.390 0.109
H 0.327 1.733 1.123 0.111
H 1.909 1.036 0.729 0.110
H -0.669 -0.609 1.185 0.116
H 0.637 -0.411 2.325 0.122
H 2.086 -1.596 0.334 0.128
```

=====

b:
Computed, not measured: a cluster of 2 separate species, C5H10O2 in total, with ωB97M-V with the def2-TZVPD basis set.

- E_LUMO (spin up / spin down): -0.006 / 0.024 Eh
- 2S+1: 1

```
17
Properties=species:S:1:pos:R:3:lowdin_charge:R:1
C 1.854 0.969 -0.478 -0.024
C 0.799 0.358 0.374 -0.323
O 1.214 -0.271 1.451 0.111
C -0.600 0.604 0.182 -0.329
C -1.176 -0.755 -0.424 -0.055
C -2.022 -0.762 0.848 -0.197
O -1.312 0.385 1.400 -0.106
H 2.688 0.300 -0.702 0.090
H 1.434 1.368 -1.403 0.078
H 2.253 1.814 0.105 0.102
H 0.810 -0.739 -2.414 0.064
H 0.401 -0.422 1.984 0.134
H -0.863 1.532 -0.340 0.152
H 0.067 -0.731 -2.296 0.040
H -0.461 -1.580 -0.508 0.046
H -2.020 -1.604 1.553 0.110
H -3.067 -0.466 0.669 0.108
```

=====

c:
Computed, not measured: an isolated molecule of C5H10O2, with ωB97M-V with the def2-TZVPD basis set.

- E_LUMO: 0.035 Eh
- 2S+1: 1

```
17
Properties=species:S:1:pos:R:3:lowdin_charge:R:1
C 2.294 -0.210 0.736 -0.099
O 0.932 -0.504 0.517 -0.223
C 0.542 -0.340 -0.842 -0.182
C -0.909 0.072 -0.940 -0.206
C -1.965 -0.554 -0.056 -0.054
C -1.586 0.887 0.132 -0.325
O -0.920 1.328 1.268 -0.012
H 2.947 -0.849 0.128 0.093
H 2.500 -0.392 1.793 0.093
H 2.511 0.842 0.503 0.096
H 1.172 0.427 -1.316 0.125
H 0.712 -1.287 -1.377 0.131
H -1.202 0.289 -1.966 0.137
H -2.928 -0.806 -0.493 0.100
H -1.616 -1.248 0.705 0.113
H -2.297 1.640 -0.197 0.143
H -0.186 0.706 1.404 0.070
```

=====

Stability check: which of them is most stable? a.

=====

a:
Computed, not measured: an isolated molecule of C6H6O2S, with ωB97M-V with the def2-TZVPD basis set.

- E_LUMO: -0.018 Eh
- 2S+1: 1

```
15
Properties=species:S:1:pos:R:3:lowdin_charge:R:1
C 1.202 -0.471 -0.311 -0.181
C 0.326 -1.732 -0.483 -0.008
C 0.032 0.754 -0.238 -0.259
C 2.554 -0.756 -0.214 -0.526
C -1.037 -0.077 0.377 -0.352
C -2.427 0.391 0.092 -0.025
O 0.062 1.925 -0.391 0.149
O -0.850 -1.363 -0.142 -0.069
S 3.796 0.407 -0.230 0.815
H 2.760 -1.805 0.161 0.099
H -0.973 -0.287 1.442 0.173
H -2.857 1.263 0.645 0.102
H -3.199 -0.448 0.207 0.117
H -2.406 0.747 -0.945 0.088
H 3.018 1.451 0.029 -0.122
```

=====

b:
Computed, not measured: an isolated molecule of C6H6O2S, with ωB97M-V with the def2-TZVPD basis set.

- E_LUMO (spin up / spin down): -0.023 / -0.023 Eh
- 2S+1: 1

```
15
Properties=species:S:1:pos:R:3:lowdin_charge:R:1
C 0.338 1.261 -0.038 -0.096
C 1.781 1.030 0.023 -0.112
C -0.867 0.618 0.020 -0.039
C 2.597 0.016 0.080 -0.161
C -0.988 -1.926 0.061 -0.491
C -1.506 -0.677 0.122 -0.439
O 3.674 -0.621 0.313 0.139
O -2.872 -0.497 0.264 -0.008
S 0.762 -2.010 -0.135 0.575
H 0.187 2.330 -0.144 0.089
H 2.303 1.989 -0.048 0.129
H -1.688 1.333 -0.033 0.113
H -1.511 -2.855 0.175 0.052
H 3.832 -1.339 -0.325 0.152
H -3.311 -1.352 0.320 0.096
```

=====

Stability check: which of them is most stable? a.

=====

a:
Computed, not measured: a cluster of 2 separate species, C3H7N in total, with ωB97M-V with the def2-TZVPD basis set.

- E_LUMO: 0.025 Eh
- 2S+1: 1

```
11
Properties=species:S:1:pos:R:3:lowdin_charge:R:1
C -0.777 1.503 1.173 -0.325
C -1.373 0.532 0.404 -0.118
C 1.431 -1.163 -0.682 -0.037
N -0.097 2.408 1.473 0.140
H -2.423 0.361 0.179 0.096
H -0.969 0.775 -0.622 0.114
H -0.824 -0.323 0.687 0.047
H 1.036 -0.050 -0.207 0.072
H 0.439 -1.665 -0.899 0.033
H 1.959 -0.702 -1.600 0.068
H 1.598 -1.675 0.094 -0.090
```

=====

b:
Computed, not measured: an isolated molecule of C3H7N, with ωB97M-V with the def2-TZVPD basis set.

- E_LUMO: 0.048 Eh
- 2S+1: 1

```
11
Properties=species:S:1:pos:R:3:lowdin_charge:R:1
N 0.789 1.116 -1.278 -0.017
C 0.694 0.286 -0.006 -0.260
C -0.917 -0.927 1.227 -0.037
C -0.663 -0.395 0.046 -0.187
H -0.101 1.353 -1.674 0.038
H 1.359 0.762 -1.999 0.030
H 0.668 0.941 0.855 0.090
H 1.543 -0.457 0.094 0.129
H -1.867 -1.324 1.544 0.044
H -0.115 -1.114 1.957 0.071
H -1.390 -0.242 -0.765 0.100
```

=====

c:
Computed, not measured: a cluster of 2 separate species, C3H7N in total, with ωB97M-V with the def2-TZVPD basis set.

- E_LUMO: 0.041 Eh
- 2S+1: 1

```
11
Properties=species:S:1:pos:R:3:lowdin_charge:R:1
C -1.096 0.958 -1.127 -0.087
C -2.204 1.363 -1.734 -0.085
H -0.979 0.942 -0.052 0.037
H -0.367 0.397 -1.697 0.044
H -3.125 1.595 -1.199 0.046
H -2.368 1.335 -2.804 0.042
C 2.274 -1.561 1.951 -0.150
N 1.140 -1.236 1.501 0.006
H 2.489 -2.624 2.094 0.059
H 3.081 -0.822 2.062 0.062
H 1.155 -0.348 1.006 0.025
```

=====

d:
Computed, not measured: an isolated molecule of C3H7N, with ωB97M-V with the def2-TZVPD basis set.

- E_LUMO: 0.047 Eh
- 2S+1: 1

```
11
Properties=species:S:1:pos:R:3:lowdin_charge:R:1
C -0.368 -1.666 -0.157 -0.134
C -0.482 -0.171 -0.097 -0.192
C 0.560 0.650 0.032 -0.246
N 0.479 2.039 0.024 0.024
H 0.484 -2.071 0.407 0.071
H -1.273 -2.133 0.231 0.061
H -0.231 -2.065 -1.165 0.063
H -1.474 0.258 -0.130 0.090
H 1.562 0.240 0.088 0.112
H 1.191 2.529 0.541 0.073
H -0.447 2.388 0.226 0.079
```

=====

Stability check: which of them is most stable? d.